Here is C28H48BrN3P2SSn as an isolated structure from the OMol25 dataset. Energies are from ωB97M-V/def2-TZVPD.

Computed properties:
E: -5128.5057 hartree
Energy above the lowest of the compared OMol25 structures with the same formula, charge and spin: 61.9 kcal/mol
Net charge: +2
LUMO energy (spin up / spin down): -0.2331 / -0.2381 hartree
Kohn-Sham gap (spin up / spin down): 0.219 / 0.198 Eh

Last column: Löwdin charge in e.
Atoms and positions in Å:
N1 5.67747 2.57174 -5.46813  0.068
C1 6.22580 2.78393 -4.26898  -0.110
C2 5.58632 2.41386 -3.07703  0.000
C3 4.35313 1.72508 -3.14835  -0.243
C4 3.78284 1.52649 -4.42407  -0.030
C5 4.51344 1.93754 -5.55539  -0.120
C6 3.69900 1.20777 -1.91862  -0.296
Sn1 1.50032 1.76440 -1.62695  1.097
P1 -1.41630 -2.88341 1.71219  0.683
C7 2.83313 0.03001 -1.99066  -0.347
C8 2.57396 -0.81927 -0.81418  -0.279
C9 2.04304 -2.10461 -1.00864  -0.026
C10 1.53816 -2.81254 0.07048  -0.097
C11 1.50846 -2.25357 1.34927  -0.225
C12 2.19750 -1.06019 1.56496  -0.140
C13 2.72077 -0.34029 0.49354  -0.090
Br1 -0.79869 -0.80532 1.99929  0.674
H1 4.26646 1.39939 -1.00107  0.115
H2 2.71809 -0.45937 -2.96924  0.114
H3 6.06091 2.64707 -2.12621  0.116
H4 2.81132 1.05543 -4.56323  0.096
H5 7.21000 3.25761 -4.24327  0.118
H6 4.12478 1.72943 -6.55885  0.117
H7 2.05231 -2.54395 -2.01097  0.131
H8 3.20705 0.61794 0.68550  0.066
H9 1.18146 -3.83455 -0.07975  0.106
H10 2.32872 -0.67335 2.57671  0.105
P2 -1.31151 1.47137 -1.60797  0.794
C14 -0.08502 -3.63146 2.65019  -0.379
C15 0.02893 -5.13028 2.53187  -0.099
H11 -0.15189 -3.33227 3.69977  0.098
H12 1.00026 -2.97430 2.23507  0.037
H13 0.96874 -5.47222 2.99715  0.104
H14 -0.79350 -5.63840 3.05943  0.087
H15 0.04070 -5.50240 1.49599  0.082
C16 -1.67330 -3.47322 0.03268  -0.331
C17 -2.76628 -4.53949 -0.16512  -0.105
H16 -0.71505 -3.86213 -0.33483  0.071
H17 -1.88598 -2.58773 -0.58318  0.070
H18 -2.62095 -5.00755 -1.14714  0.096
H19 -2.73966 -5.33882 0.58757  0.086
H20 -3.77586 -4.10893 -0.17119  0.085
C18 -2.97800 -2.96859 2.62265  -0.363
C19 -2.91226 -3.59028 4.01203  -0.111
H21 -3.66121 -3.53793 1.98080  0.082
H22 -3.36594 -1.94513 2.68032  0.079
H23 -3.80983 -3.31623 4.57789  0.095
H24 -2.89420 -4.68478 3.94488  0.085
H25 -2.05066 -3.25604 4.59988  0.072
C20 -2.43504 2.17070 -0.33844  -0.409
C21 -3.79402 2.68304 -0.81649  -0.123
H26 -1.86026 2.96710 0.15913  0.057
H27 -2.56197 1.36768 0.40353  0.048
H28 -3.71702 3.59124 -1.42590  0.070
H29 -4.35689 1.93648 -1.39052  0.076
H30 -4.39829 2.93669 0.06268  0.082
C22 -2.19787 -0.06839 -2.05961  -0.415
C23 -1.38498 -0.96666 -2.98698  -0.148
H31 -3.13599 0.24702 -2.54361  0.087
H32 -2.46154 -0.57302 -1.11615  0.055
H33 -1.19425 -0.47492 -3.95094  0.080
H34 -0.41754 -1.25456 -2.54984  0.052
H35 -1.95031 -1.88548 -3.18994  0.079
C24 -1.65721 2.51667 -3.08897  -0.412
C25 -1.42956 4.01536 -2.86848  -0.149
H36 -2.69793 2.29923 -3.37201  0.086
H37 -1.01079 2.13278 -3.89337  0.076
H38 -0.66192 4.38163 -3.56007  0.080
H39 -2.34725 4.57887 -3.08192  0.081
H40 -1.10297 4.28171 -1.85221  0.064
C26 0.82845 2.20909 4.86729  -0.056
N2 0.87790 1.83786 3.44765  -0.044
C27 0.63693 2.74238 2.46108  -0.790
S1 1.59485 2.83448 1.02266  0.548
N3 -0.30949 3.67538 2.68767  -0.026
C28 -1.47248 3.48574 3.56065  -0.060
H41 1.03002 3.27654 5.01572  0.106
H42 1.59526 1.63196 5.39425  0.101
H43 -0.15009 1.95593 5.29069  0.081
H44 1.57604 1.14260 3.20257  0.084
H45 -0.43154 4.30322 1.89131  0.122
H46 -1.28076 3.88136 4.56671  0.090
H47 -2.29811 4.06011 3.13007  0.097
H48 -1.77037 2.42971 3.62467  0.088

---

Here is C24H25ClFeO4 as an isolated structure from the OMol25 dataset. Energies are from ωB97M-V/def2-TZVPD.

Computed properties:
E: -2954.1887 hartree
<S²>: 6.072
Energy above the lowest of the compared OMol25 structures with the same formula, charge and spin: 45.0 kcal/mol
Net charge: -2
2S+1: 5
LUMO energy (spin up / spin down): 0.1711 / 0.1711 hartree
Kohn-Sham gap (spin up / spin down): 0.105 / 0.190 Eh

Last column: natural (NBO) charge in e.
Atoms and positions in Å:
C1 -5.72108 -2.83814 -1.19743  -0.617
C2 -4.23802 -2.97519 -0.98456  -0.068
O1 -3.68400 -1.65435 -0.98959  -0.524
C3 -2.35121 -1.67584 -0.79846  0.729
C4 -1.73699 -0.34946 -0.78659  -0.507
Cl1 -0.07625 -0.31972 -0.75015  0.018
C5 -2.43112 0.93004 -0.81815  0.730
O2 -1.88905 2.02496 -0.68241  -0.727
O3 -3.76163 0.84183 -0.99342  -0.524
C6 -4.37554 2.14363 -0.99503  -0.069
C7 -5.84578 1.90608 -1.20138  -0.617
O4 -1.72899 -2.72016 -0.64788  -0.700
H1 -6.17986 -3.82712 -1.16169  0.187
H2 -6.18012 -2.22276 -0.41893  0.203
H3 -5.94246 -2.39779 -2.17418  0.200
H4 -4.02208 -3.45519 -0.01996  0.179
H5 -3.77693 -3.56635 -1.78808  0.177
H6 -4.18041 2.64090 -0.03518  0.180
H7 -3.94880 2.75086 -1.80523  0.179
H8 -6.38064 2.85624 -1.16673  0.186
H9 -6.03209 1.44564 -2.17735  0.201
H10 -6.25033 1.25606 -0.41937  0.204
C8 4.41011 -2.55099 2.16935  -0.370
C9 4.30776 -1.98769 0.83406  -0.356
C10 2.91375 -2.04883 0.42753  -0.343
C11 2.15353 -2.63532 1.51944  -0.330
C12 3.08098 -2.95164 2.59212  -0.349
Fe1 3.14470 -1.03041 2.11312  0.437
C13 2.11779 0.08140 3.41209  -0.346
C14 3.54123 0.12194 3.69152  -0.357
C15 4.22123 0.55273 2.50223  -0.308
C16 3.21678 0.86066 1.46151  -0.196
C17 3.52323 1.20698 0.11644  -0.142
C18 2.68599 1.89149 -0.79056  -0.008
C19 3.05963 1.97672 -2.16545  -0.230
C20 2.27825 2.66623 -3.07626  -0.241
C21 1.06436 3.24311 -2.66447  -0.268
C22 0.67828 3.15744 -1.32395  -0.178
C23 1.48104 2.53885 -0.38215  -0.223
C24 1.91000 0.51035 2.05225  -0.310
H11 5.33298 -2.72865 2.71596  0.195
H12 5.13768 -1.66375 0.21258  0.200
H13 2.51951 -1.79101 -0.54921  0.229
H14 1.09740 -2.89254 1.47944  0.232
H15 2.84167 -3.49771 3.50071  0.198
H16 1.32944 -0.13932 4.12552  0.205
H17 4.00334 -0.07512 4.65572  0.199
H18 5.28390 0.73834 2.37442  0.199
H19 4.54016 0.95715 -0.20190  0.179
H20 3.98031 1.47440 -2.47202  0.189
H21 2.59080 2.74218 -4.12076  0.184
H22 0.40351 3.72780 -3.38212  0.187
H23 -0.28394 3.55216 -1.01045  0.232
H24 1.19644 2.55768 0.66699  0.225
H25 0.97153 0.64118 1.52805  0.245

---

Here is a 5-piece molecular cluster, C32H64BClFN2O6 overall from the OMol25 dataset. Energies are from ωB97M-V/def2-TZVPD.

Computed properties:
E: -2403.3308 hartree
Net charge: +1
LUMO energy: -0.0818 hartree
Kohn-Sham gap: 0.335 Eh

Last column: Löwdin charge in e.
Atoms and positions in Å:
C1 1.77195 -0.71302 -2.78699  -0.086
C2 1.25349 0.41792 -1.88779  -0.134
B1 1.31270 0.15871 -0.34409  -0.440
O1 2.12616 -0.77479 0.21615  0.171
C3 0.42075 1.13980 0.58388  -0.105
N1 1.13403 1.72581 1.77683  0.116
C4 0.51882 3.06466 2.03550  -0.057
C5 -1.01985 2.95265 2.17477  -0.296
C6 -1.78249 3.90515 1.22614  -0.097
C7 -2.43017 3.25812 -0.00332  -0.166
N2 -2.90207 4.32115 -0.90332  -0.081
C8 -4.21077 4.05431 -1.53249  -0.203
C9 -4.49277 2.62732 -2.02610  -0.077
C10 -1.84502 4.60815 -1.83669  -0.443
C11 -1.68820 3.77701 -3.08624  0.013
O2 -1.04105 5.49455 -1.57826  0.100
C12 -1.51391 1.50028 2.16578  -0.521
Cl1 -1.18581 0.85041 3.81925  0.774
C13 -0.93646 0.59165 1.04958  -0.211
C14 -0.94715 -0.88785 1.36699  -0.322
F1 0.04737 -1.25452 2.27142  -0.032
C15 -2.31298 -1.41819 1.85958  -0.183
C16 -2.21159 -2.37545 3.04107  -0.084
H1 1.95452 -0.30993 -3.77994  0.082
H2 2.68811 -1.15686 -2.42298  0.067
H3 0.99237 -1.45693 -2.91418  0.062
H4 0.26220 0.76524 -2.18512  0.089
H5 1.91379 1.28624 -2.02510  0.127
H6 1.90413 -1.67685 -0.05249  0.100
H7 0.20730 2.00194 -0.04514  0.133
H8 1.05978 1.11373 2.59311  0.146
H9 2.11738 1.83500 1.54586  0.187
H10 0.78066 3.71287 1.20886  0.139
H11 0.93069 3.44718 2.95937  0.111
H12 -1.21337 3.29708 3.18288  0.113
H13 -1.08117 4.66097 0.88543  0.109
H14 -2.55691 4.41241 1.79214  0.128
H15 -1.66485 2.67818 -0.52754  0.104
H16 -3.24380 2.61856 0.31867  0.125
H17 -4.98062 4.38913 -0.84543  0.116
H18 -4.27410 4.73073 -2.38232  0.114
H19 -3.59576 2.06601 -2.25413  0.032
H20 -5.01501 2.07179 -1.24916  0.072
H21 -5.15274 2.65358 -2.88599  0.080
H22 -1.68419 2.71388 -2.84988  0.052
H23 -0.76451 4.01976 -3.59272  0.090
H24 -2.52334 3.93548 -3.76369  0.094
H25 -2.59138 1.50826 2.06735  0.103
H26 -1.59462 0.71454 0.18920  0.142
H27 -0.74328 -1.45339 0.45929  0.113
H28 -3.00801 -0.61246 2.07865  0.100
H29 -2.75455 -1.98105 1.03911  0.100
H30 -3.15157 -2.90465 3.16996  0.082
H31 -1.43691 -3.11602 2.88109  0.066
H32 -2.03228 -1.83647 3.96348  0.050
C17 0.10002 -5.92467 0.26612  -0.153
C18 0.79716 -5.42263 1.52893  -0.152
C19 1.32029 -4.06590 1.08162  -0.196
O3 0.38794 -3.57943 0.09721  -0.178
C20 -0.49671 -4.64213 -0.29183  -0.191
H33 -0.65131 -6.68896 0.45399  0.118
H34 0.83344 -6.33209 -0.42898  0.112
H35 0.06840 -5.29782 2.33280  0.112
H36 1.58701 -6.08016 1.88609  0.118
H37 2.30647 -4.15115 0.61149  0.120
H38 1.38404 -3.34661 1.89947  0.112
H39 -1.48369 -4.44424 0.14152  0.117
H40 -0.58932 -4.65005 -1.37865  0.112
C21 -2.48641 -2.14957 -3.18670  -0.143
C22 -2.08297 -1.34719 -4.42265  -0.147
C23 -2.38512 0.07874 -3.98439  -0.191
O4 -2.17400 0.11474 -2.56297  -0.185
C24 -2.04706 -1.22264 -2.06569  -0.197
H41 -2.01946 -3.13129 -3.12915  0.110
H42 -3.56955 -2.28449 -3.16221  0.121
H43 -1.01355 -1.46455 -4.61189  0.112
H44 -2.62111 -1.63199 -5.32409  0.119
H45 -3.42667 0.34773 -4.18620  0.121
H46 -1.73820 0.81628 -4.46065  0.117
H47 -0.99542 -1.38520 -1.80183  0.099
H48 -2.65343 -1.32706 -1.16305  0.112
C25 2.78053 5.16571 6.98931  -0.162
C26 2.46349 3.67465 7.06957  -0.164
C27 1.55135 3.48863 5.86641  -0.215
O5 1.97386 4.44525 4.88492  -0.175
C28 2.87879 5.38433 5.48723  -0.193
H49 3.69038 5.44876 7.51414  0.116
H50 1.95359 5.74673 7.40205  0.117
H51 3.37744 3.09009 6.94529  0.116
H52 1.99296 3.37484 8.00368  0.116
H53 0.50645 3.69251 6.12350  0.120
H54 1.61298 2.48378 5.44059  0.105
H55 3.88839 5.17724 5.11947  0.119
H56 2.59974 6.39266 5.18396  0.120
C29 4.21957 -5.64665 -3.94027  -0.165
C30 5.26424 -4.53458 -3.96125  -0.166
C31 4.41049 -3.31696 -4.28465  -0.201
O6 3.11858 -3.56530 -3.71588  -0.161
C32 3.02640 -4.93365 -3.32063  -0.210
H57 4.52544 -6.52623 -3.37626  0.114
H58 3.98399 -5.96013 -4.95911  0.116
H59 5.71715 -4.42704 -2.97298  0.115
H60 6.06149 -4.69432 -4.68431  0.115
H61 4.29477 -3.18799 -5.36533  0.120
H62 4.81268 -2.39272 -3.86765  0.114
H63 3.06308 -4.98088 -2.22689  0.109
H64 2.06846 -5.33817 -3.65351  0.117

---

Here is a 2-piece molecular cluster, C5H13N2O overall from the OMol25 dataset. Energies are from ωB97M-V/def2-TZVPD.

Computed properties:
E: -382.5921 hartree
Energy above the lowest of the compared OMol25 structures with the same formula, charge and spin: 169.2 kcal/mol
Net charge: +1
LUMO energy: -0.3398 hartree
Kohn-Sham gap: 0.163 Eh

Last column: natural (NBO) charge in e.
Atoms and positions in Å:
N1 2.48907 1.04436 -0.67939  -0.758
C1 2.13912 -0.35140 -0.71919  -0.319
C2 0.71746 -0.64132 -0.23014  0.583
N2 -0.17802 0.41940 -0.29396  -0.011
C3 -2.58297 1.01369 -0.58874  -0.595
C4 -1.47787 0.07756 -0.08090  -0.147
C5 -1.84381 -0.14274 1.46503  -0.464
O1 0.46878 -1.76023 0.18930  -0.367
H1 1.70395 0.56676 3.38095  -0.034
H2 3.34149 1.20470 -1.19822  0.392
H3 2.14184 0.26500 3.89808  0.034
H4 2.72939 -1.07046 -0.13137  0.248
H5 2.17113 -0.80408 -1.73512  0.215
H6 1.78506 1.65972 -1.06136  0.380
H7 -2.41391 2.05696 -0.30858  0.254
H8 -3.51627 0.62025 -0.20686  0.244
H9 -2.54823 1.01642 -1.67964  0.258
H10 -1.59233 -0.99448 -0.40984  0.320
H11 -2.78977 -0.63604 1.66059  0.269
H12 -1.77137 0.81550 1.97423  0.251
H13 -1.06269 -0.78812 1.88644  0.249